No. 1
ORCA calculation (the ωB97M-V functional and the def2-TZVPD basis) on one molecule with the formula C5H12N2 in a non-equilibrium geometry.

Each line ends with the natural charge from an NBO analysis.
Cartesian coordinates (Å):
1 N 0.89 -1.19 0.02  -0.43
2 N 0.08 -3.03 -1.30  -0.82
3 C 0.41 2.07 1.29  -0.60
4 C -0.24 1.00 0.48  -0.31
5 C -0.72 1.74 -0.85  -0.57
6 C 0.86 0.04 0.22  0.14
7 C -0.22 -2.07 -0.18  -0.08
8 H -0.22 3.00 1.25  0.21
9 H -1.13 0.49 0.84  0.22
10 H 1.87 0.34 0.13  0.18
11 H 0.72 -4.03 -0.99  0.34
12 H -0.13 -2.90 0.75  0.17
13 H 0.55 1.80 2.35  0.22
14 H -1.24 2.53 -0.49  0.20
15 H -1.13 -1.59 -0.39  0.17
16 H -0.74 -3.77 -1.35  0.34
17 H 1.42 2.35 0.87  0.21
18 H 0.22 2.10 -1.12  0.20
19 H -1.24 1.14 -1.54  0.21

For the strongest force on any atom, the calculation gives 0.1141 Eh/bohr. The calculation puts the frontier orbital gap at 9.90 eV. The energy relative to the best compared isomer or geometry (same formula, charge and spin) comes out at 360.9 kJ/mol. As for the SMILES: CC(C)/C=N\CN.

***

No. 2
ORCA calculation (the ωB97M-V functional and the def2-TZVPD basis) on a 2-piece molecular cluster, C5H12N2 overall in a non-equilibrium geometry.

Each line ends with the natural charge from an NBO analysis.
Cartesian coordinates (Å):
1 N 0.28 -1.06 0.29  -0.36
2 N 2.29 -0.07 -0.53  -0.83
3 C -0.92 -0.57 -1.29  -0.47
4 C 1.09 0.13 0.25  0.01
5 C 0.17 1.12 -0.43  -0.17
6 C -0.59 -1.07 1.43  -0.47
7 C -0.81 1.83 0.19  -0.45
8 H -0.91 1.87 1.27  0.20
9 H -1.15 0.13 -2.09  0.20
10 H -1.83 -0.77 -0.73  0.20
11 H -1.53 2.41 -0.38  0.20
12 H -1.30 -0.20 1.39  0.19
13 H 2.09 -0.74 -1.27  0.36
14 H -1.16 -2.00 1.47  0.20
15 H 3.00 -0.51 0.06  0.36
16 H -0.56 -1.45 -1.82  0.19
17 H -0.05 -0.95 2.37  0.21
18 H 1.38 0.50 1.24  0.19
19 H 0.53 1.39 -1.42  0.24

For the strongest force on any atom, the calculation gives 0.0530 Eh/bohr. The calculation puts the frontier orbital gap (alpha / beta) at 8.43 / 8.43 eV. The energy relative to the best compared isomer or geometry (same formula, charge and spin) comes out at 493.5 kJ/mol.

***

No. 3
ORCA calculation (the ωB97M-V functional and the def2-TZVPD basis) on a 2-piece molecular cluster, C5H12N2 overall in a non-equilibrium geometry.

Each line ends with the natural charge from an NBO analysis.
Cartesian coordinates (Å):
1 N 0.40 -0.22 -1.77  -0.69
2 N -1.53 -0.41 0.53  -0.87
3 C 0.46 0.32 -0.62  0.34
4 C 1.51 -0.27 0.53  -0.28
5 C 2.14 0.43 1.47  -0.39
6 C 0.31 1.82 -0.56  -0.69
7 C -2.05 -1.52 -0.27  -0.41
8 H 1.86 -1.28 0.31  0.20
9 H 1.89 1.47 1.68  0.20
10 H -2.04 0.45 0.35  0.40
11 H -3.13 -1.57 -0.14  0.19
12 H 2.87 -0.01 2.13  0.21
13 H -0.66 -0.67 1.04  0.42
14 H -1.83 -1.41 -1.33  0.18
15 H 0.51 -1.24 -1.77  0.33
16 H -1.58 -2.44 0.08  0.19
17 H -0.39 2.14 -1.32  0.23
18 H -0.02 2.12 0.43  0.21
19 H 1.27 2.30 -0.76  0.23

For the strongest force on any atom, the calculation gives 0.0842 Eh/bohr. The calculation puts the frontier orbital gap at 9.56 eV. The energy relative to the best compared isomer or geometry (same formula, charge and spin) comes out at 286.4 kJ/mol. As for the SMILES: [H]/N=C(/C)C=C.CN.

***

No. 4
ORCA calculation (the ωB97M-V functional and the def2-TZVPD basis) on one molecule with the formula C5H12N2 in a non-equilibrium geometry.

Each line ends with the natural charge from an NBO analysis.
Cartesian coordinates (Å):
1 N -1.59 1.10 1.60  -0.86
2 N -0.13 1.88 -0.25  -0.47
3 C 0.07 0.48 -0.68  -0.25
4 C 0.84 -1.91 -0.11  -0.41
5 C -1.11 2.06 0.66  0.27
6 C 0.94 -0.44 0.27  -0.39
7 C 0.94 -2.43 -1.56  -0.62
8 H 1.66 -2.44 0.41  0.21
9 H -0.93 0.43 1.91  0.38
10 H 0.29 -3.26 -1.81  0.21
11 H 0.50 0.37 -1.67  0.20
12 H 1.96 0.01 0.19  0.20
13 H -0.89 0.00 -0.68  0.18
14 H -2.19 1.51 2.40  0.39
15 H 0.66 -0.29 1.32  0.18
16 H 0.52 -1.74 -2.28  0.20
17 H -1.41 3.05 0.99  0.17
18 H 1.91 -2.70 -1.96  0.21
19 H -0.13 -2.27 0.23  0.20

For the strongest force on any atom, the calculation gives 0.0752 Eh/bohr. The calculation puts the frontier orbital gap at 9.67 eV. The energy relative to the best compared isomer or geometry (same formula, charge and spin) comes out at 165.3 kJ/mol. As for the SMILES: CCCC/N=C\N.

***

No. 5
ORCA calculation (the ωB97M-V functional and the def2-TZVPD basis) on one molecule with the formula C5H12N2 in a non-equilibrium geometry.

Each line ends with the natural charge from an NBO analysis.
Cartesian coordinates (Å):
1 N -0.70 -2.43 0.16  -0.66
2 N -0.30 3.28 -0.56  -0.83
3 C 0.23 -3.31 -0.49  -0.40
4 C 0.40 1.18 0.71  -0.46
5 C 0.74 2.32 -0.28  -0.21
6 C 0.04 -0.11 0.02  -0.23
7 C -0.54 -1.13 0.63  0.00
8 H 1.27 1.07 1.35  0.21
9 H -0.40 1.54 1.38  0.21
10 H -1.65 -2.77 0.15  0.37
11 H -1.21 2.84 -0.60  0.35
12 H 0.32 -0.19 -1.02  0.19
13 H 0.17 -3.48 -1.57  0.18
14 H 1.70 2.78 -0.05  0.19
15 H 0.99 1.84 -1.24  0.18
16 H -0.43 3.99 0.16  0.35
17 H 1.23 -3.02 -0.16  0.20
18 H -0.70 -1.02 1.70  0.17
19 H 0.12 -4.31 -0.07  0.19

For the strongest force on any atom, the calculation gives 0.0275 Eh/bohr. The calculation puts the frontier orbital gap at 9.17 eV. The energy relative to the best compared isomer or geometry (same formula, charge and spin) comes out at 181.4 kJ/mol. As for the SMILES: CN/C=C/CCN.

***

No. 6
ORCA calculation (the ωB97M-V functional and the def2-TZVPD basis) on an isolated ion of composition C5H12N2 and charge +1 in a non-equilibrium geometry.

Each line ends with the natural charge from an NBO analysis.
Cartesian coordinates (Å):
1 N -1.62 -0.83 0.87  -0.60
2 N 2.49 -0.30 -0.48  -0.80
3 C -1.32 -0.13 -0.21  0.31
4 C -2.26 0.74 -0.77  -0.14
5 C 1.12 1.01 1.05  -0.63
6 C 1.21 -0.25 0.20  -0.02
7 C 0.02 -0.34 -0.81  -0.51
8 H 1.15 -1.13 0.85  0.18
9 H -2.60 -1.01 1.06  0.43
10 H -0.97 -1.57 1.11  0.43
11 H -2.04 1.27 -1.67  0.23
12 H 2.83 0.62 -0.73  0.37
13 H 0.09 -1.31 -1.31  0.26
14 H 2.39 -0.83 -1.34  0.36
15 H 2.04 1.11 1.62  0.25
16 H 0.20 0.45 -1.55  0.24
17 H 0.29 1.00 1.75  0.21
18 H -3.24 0.85 -0.33  0.22
19 H 0.99 1.85 0.39  0.21

As for the expectation value of S²: 0.760. For the strongest force on any atom, the calculation gives 0.0237 Eh/bohr. As for the multiplicity: 2. The net charge is +1. The calculation puts the frontier orbital gap (alpha / beta) at 9.41 / 5.76 eV. The energy relative to the best compared isomer or geometry (same formula, charge and spin) comes out at 83.0 kJ/mol.

***

No. 7
ORCA calculation (the ωB97M-V functional and the def2-TZVPD basis) on an isolated ion of composition C5H12N2 and charge +2 in a non-equilibrium geometry.

Each line ends with the natural charge from an NBO analysis.
Cartesian coordinates (Å):
1 N 2.75 1.55 -1.09  -0.74
2 N -2.06 -2.02 0.84  -0.44
3 C -1.00 -1.04 0.84  -0.06
4 C 0.80 0.19 -0.29  -0.46
5 C -0.58 -0.41 -0.28  -0.13
6 C 1.17 1.71 -0.77  -0.20
7 C -3.29 -1.74 1.19  0.16
8 H 3.20 1.17 -2.01  0.48
9 H 3.28 1.04 -0.29  0.46
10 H 1.08 2.52 0.05  0.27
11 H -1.33 0.02 -0.90  0.25
12 H 1.18 0.08 0.76  0.23
13 H -4.04 -2.52 1.26  0.25
14 H 3.08 2.49 -1.10  0.45
15 H 0.50 1.83 -1.68  0.26
16 H -0.72 -0.77 1.90  0.26
17 H -1.88 -3.04 0.82  0.47
18 H 1.51 -0.33 -0.93  0.24
19 H -3.65 -0.76 1.68  0.26

For the strongest force on any atom, the calculation gives 0.0759 Eh/bohr. The net charge is +2. The calculation puts the frontier orbital gap at 9.26 eV. The energy relative to the best compared isomer or geometry (same formula, charge and spin) comes out at 241.6 kJ/mol. As for the SMILES: C=[NH+]/C=C/CC[NH3+].

***

No. 8
ORCA calculation (the ωB97M-V functional and the def2-TZVPD basis) on one molecule with the formula C5H12N2O in a non-equilibrium geometry.

Each line ends with the natural charge from an NBO analysis.
Cartesian coordinates (Å):
1 O 0.50 0.83 0.81  -0.58
2 N 1.80 0.34 -1.35  -0.81
3 N -0.13 0.81 -2.45  -0.72
4 C 0.62 0.48 2.16  -0.25
5 C 0.44 0.47 -1.36  0.44
6 C -0.29 -0.10 -0.16  0.22
7 C -0.09 -1.60 -0.06  -0.65
8 C -1.76 0.29 -0.05  -0.64
9 H -1.87 1.37 -0.13  0.23
10 H -0.34 0.31 2.66  0.16
11 H -2.15 -0.03 0.92  0.22
12 H 1.25 -0.41 2.28  0.16
13 H -0.46 -1.98 0.89  0.22
14 H 2.24 0.36 -0.44  0.39
15 H 0.95 -1.89 -0.15  0.23
16 H -1.14 0.83 -2.43  0.34
17 H -2.33 -0.18 -0.85  0.22
18 H -0.63 -2.09 -0.87  0.24
19 H 2.27 0.85 -2.09  0.40
20 H 1.11 1.31 2.68  0.20

For the strongest force on any atom, the calculation gives 0.0542 Eh/bohr. The calculation puts the frontier orbital gap at 9.80 eV. The energy relative to the best compared isomer or geometry (same formula, charge and spin) comes out at 172.0 kJ/mol. As for the SMILES: [H]/N=C(/N)C(C)(C)OC.

***

No. 9
ORCA calculation (the ωB97M-V functional and the def2-TZVPD basis) on C5H12N2O as an isolated structure in a non-equilibrium geometry.

Each line ends with the natural charge from an NBO analysis.
Cartesian coordinates (Å):
1 O 0.86 0.92 0.30  -0.49
2 N 1.17 -2.15 -1.00  -0.86
3 N -0.34 -1.54 1.56  -0.84
4 C -0.07 1.40 -0.50  0.02
5 C -0.04 0.03 -0.30  0.08
6 C -0.87 2.48 0.25  -0.71
7 C -1.00 -0.46 0.72  -0.26
8 C 0.41 -0.75 -1.38  -0.21
9 H 0.56 -1.08 1.85  0.37
10 H 0.18 2.99 0.96  0.26
11 H -0.85 0.79 1.15  0.22
12 H -1.26 3.48 -0.62  0.23
13 H -2.20 -0.46 0.36  0.22
14 H 1.20 -0.07 -2.10  0.20
15 H 0.52 -2.61 -0.17  0.38
16 H -0.56 -1.05 -1.96  0.22
17 H -1.05 -1.39 2.33  0.37
18 H 0.17 1.58 -1.48  0.18
19 H -1.94 2.10 1.01  0.26
20 H 2.06 -1.98 -0.46  0.35

For the strongest force on any atom, the calculation gives 0.1191 Eh/bohr. The calculation puts the frontier orbital gap at 9.73 eV. The energy relative to the best compared isomer or geometry (same formula, charge and spin) comes out at 905.9 kJ/mol.

***

No. 10
ORCA calculation (the ωB97M-V functional and the def2-TZVPD basis) on one molecule with the formula C5H12N2O in a non-equilibrium geometry.

Each line ends with the natural charge from an NBO analysis.
Cartesian coordinates (Å):
1 O 0.51 0.48 1.87  -0.60
2 N 0.23 -1.15 0.35  -0.48
3 N -1.30 2.14 0.64  -0.83
4 C 0.48 1.85 -1.04  -0.62
5 C -0.59 1.18 -0.16  -0.13
6 C 0.00 -2.23 1.26  -0.41
7 C 0.48 -1.47 -1.02  -0.42
8 C 0.11 0.15 0.77  0.70
9 H -1.29 0.61 -0.80  0.18
10 H 0.96 1.18 -1.75  0.21
11 H -0.03 -3.23 0.79  0.21
12 H 0.76 -2.38 2.03  0.21
13 H 1.49 -1.29 -1.38  0.19
14 H -0.20 -1.00 -1.74  0.20
15 H 0.27 -2.48 -1.41  0.22
16 H 1.21 2.22 -0.32  0.22
17 H -1.06 2.08 1.62  0.39
18 H -1.06 3.06 0.32  0.35
19 H -1.02 -2.33 1.67  0.20
20 H 0.05 2.62 -1.69  0.21

For the strongest force on any atom, the calculation gives 0.0544 Eh/bohr. The calculation puts the frontier orbital gap at 10.01 eV. The energy relative to the best compared isomer or geometry (same formula, charge and spin) comes out at 180.9 kJ/mol. As for the SMILES: C[C@H](N)C(=O)N(C)C.

***

No. 11
ORCA calculation (the ωB97M-V functional and the def2-TZVPD basis) on a 2-piece molecular cluster, C5H12N2O overall in a non-equilibrium geometry.

Each line ends with the natural charge from an NBO analysis.
Cartesian coordinates (Å):
1 O 3.37 4.37 -3.41  -0.48
2 N 0.24 -0.32 0.23  -0.84
3 N 1.21 -1.13 2.89  -0.88
4 C 2.56 5.14 -3.82  0.29
5 C -1.96 -1.41 0.55  -0.44
6 C -0.61 -0.97 1.10  0.14
7 C -1.85 -2.16 -0.78  -0.59
8 C -0.22 -1.34 2.34  -0.11
9 H -0.55 -2.07 2.94  0.18
10 H 2.16 6.01 -3.15  0.09
11 H 1.51 -0.16 2.97  0.36
12 H -1.31 -3.21 -0.55  0.21
13 H -2.44 -0.53 0.77  0.22
14 H -2.51 -2.16 1.19  0.21
15 H 2.22 5.22 -4.81  0.11
16 H 1.22 -1.66 3.72  0.36
17 H -0.08 0.59 -0.26  0.38
18 H -2.85 -2.36 -0.97  0.20
19 H 1.21 -0.23 0.60  0.39
20 H -1.32 -1.61 -1.56  0.22

For the strongest force on any atom, the calculation gives 0.1072 Eh/bohr. The calculation puts the frontier orbital gap at 8.23 eV. The energy relative to the best compared isomer or geometry (same formula, charge and spin) comes out at 411.0 kJ/mol. As for the SMILES: CC/C(N)=C/N.C=O.

***

No. 12
ORCA calculation (the ωB97M-V functional and the def2-TZVPD basis) on a 2-piece molecular cluster, C5H12N2O overall in a non-equilibrium geometry.

Each line ends with the natural charge from an NBO analysis.
Cartesian coordinates (Å):
1 O -1.44 -1.88 -1.04  -0.61
2 N -0.64 -0.67 -0.91  -0.33
3 N -2.01 1.92 0.13  -0.81
4 C 0.87 -1.01 -1.13  -0.24
5 C 0.05 1.47 1.15  -0.05
6 C 1.14 2.12 1.45  -0.47
7 C -1.18 1.08 0.85  -0.04
8 C 1.43 -1.88 -0.01  -0.63
9 H 0.92 -1.53 -2.09  0.18
10 H -1.68 0.34 1.46  0.21
11 H -2.74 1.41 -0.35  0.36
12 H -1.48 2.51 -0.51  0.37
13 H 1.14 2.91 2.19  0.20
14 H 0.79 -2.74 0.20  0.21
15 H 2.10 1.77 1.07  0.19
16 H 1.55 -1.31 0.91  0.22
17 H -0.93 -0.14 -1.74  0.33
18 H 2.42 -2.25 -0.30  0.22
19 H 1.44 -0.09 -1.21  0.20
20 H -1.73 -2.04 -0.12  0.46

For the strongest force on any atom, the calculation gives 0.0654 Eh/bohr. The calculation puts the frontier orbital gap at 8.38 eV. The energy relative to the best compared isomer or geometry (same formula, charge and spin) comes out at 520.6 kJ/mol. As for the SMILES: C=C=CN.CCNO.

***

No. 13
ORCA calculation (the ωB97M-V functional and the def2-TZVPD basis) on a 2-piece molecular cluster, C5H12N2O overall.

Each line ends with the natural charge from an NBO analysis.
Cartesian coordinates (Å):
1 O 0.61 -2.63 0.73  -0.71
2 N 0.87 1.92 2.38  -0.84
3 N 0.37 2.02 -1.31  -0.84
4 C -1.94 -1.84 -1.54  -0.39
5 C 0.01 -1.58 -0.05  -0.11
6 C 1.07 1.67 0.99  -0.10
7 C -0.73 -2.24 -1.17  -0.19
8 C 0.34 2.29 0.07  -0.02
9 H -0.38 3.02 0.42  0.18
10 H 0.05 1.08 -1.54  0.38
11 H -2.46 -2.29 -2.37  0.20
12 H 1.05 -2.18 1.45  0.46
13 H 0.34 1.16 2.78  0.35
14 H -2.48 -1.06 -1.02  0.19
15 H 0.75 -0.86 -0.39  0.17
16 H -0.19 -3.01 -1.71  0.21
17 H -0.70 -1.02 0.57  0.17
18 H 1.72 1.95 2.90  0.36
19 H 1.82 0.92 0.71  0.16
20 H -0.13 2.67 -1.89  0.37

For the strongest force on any atom, the calculation gives 0.0142 Eh/bohr. The calculation puts the frontier orbital gap at 9.21 eV. The energy relative to the best compared isomer or geometry (same formula, charge and spin) comes out at 295.2 kJ/mol. As for the SMILES: N/C=C/N.C=CCO.